No. 1
The following is a quantum chemistry calculation of an isolated ion of composition C27H37N2O3 and charge +1, from the Open Molecules 2025 dataset.

Output
- molecular weight (g/mol) = 437.6
- LUMO energy (hartree) = -0.106
- spin multiplicity = 1
- total charge = +1
- SMILES = CCCCCCCCCCOC(=O)Cn1c(COc2ccccc2)[n+](C)c2ccccc21

XYZ file:
```
69
Properties=species:S:1:pos:R:3:forces:R:3:mulliken_charge:R:1
O 0.386946 2.487692 0.006574 -0.39 0.28 -0.11 -0.360
H 1.416827 -2.298802 6.021405 0.05 -0.08 -0.03 0.452
H 1.374259 -1.252499 2.425540 0.11 -0.06 -0.02 0.251
H 0.981417 6.595331 -5.715859 -0.01 0.10 0.01 0.426
C -2.957016 -4.065024 4.139683 0.02 -0.02 0.26 -1.007
H -3.975087 -4.422988 4.273314 -0.11 0.00 -0.09 0.403
C -2.148408 -0.418211 -0.535616 0.08 0.05 -0.24 -0.433
H -3.175555 -1.047011 1.222257 -0.08 0.03 0.07 0.404
H 0.170652 5.472521 -3.684618 -0.04 0.06 0.10 0.410
C 1.424603 3.409594 -6.778787 -0.02 -0.06 0.04 -1.143
H 0.366976 -2.137791 -2.033937 0.08 0.00 -0.08 0.446
H -2.649455 -3.587202 6.212366 -0.01 -0.04 0.09 0.331
H 2.299965 -0.236349 5.129088 0.04 0.08 0.07 0.369
C 0.717951 0.281451 3.773894 0.31 -0.13 0.08 -0.526
H -0.067145 -3.626045 -0.158974 0.06 -0.09 0.01 0.411
H 0.330617 -0.283708 -6.368369 0.05 0.07 -0.02 0.352
H 0.742104 0.047318 5.900728 0.07 0.02 0.08 0.389
C 0.752426 2.255340 -1.227742 -0.21 0.28 -0.49 0.808
H -0.189844 -4.073369 6.234503 0.09 -0.03 -0.02 0.369
H 1.760993 5.320228 -7.648489 0.04 0.03 -0.09 0.419
C -2.393987 -1.279778 0.515636 0.01 0.07 -0.08 -0.573
H -2.725922 0.483926 -0.662875 -0.09 0.12 -0.01 0.414
H -1.826221 -3.101519 1.487958 -0.03 -0.09 0.11 0.313
C 0.969442 2.772806 -5.630823 -0.11 0.90 0.38 0.971
C -0.706110 -3.795136 5.312868 -0.31 0.20 0.12 -0.677
H 1.625473 0.702048 -7.062111 -0.02 -0.01 0.08 0.332
H 1.253944 -0.105147 0.369107 -0.08 0.03 -0.02 0.474
C 1.449642 -0.168447 2.511040 -0.33 0.18 -0.02 -0.690
H 0.848695 1.357082 3.908667 -0.10 0.06 0.00 0.385
O 1.714989 1.639900 -1.604208 0.19 -0.08 0.12 -0.609
O -0.970097 0.233645 -2.453534 -0.04 0.16 -0.05 -0.423
H -0.245745 -4.358296 4.497011 0.08 -0.08 -0.01 0.289
C 0.969647 5.518168 -5.671240 -0.04 -0.03 0.12 -0.780
C -1.638951 -2.432698 0.663703 0.05 -0.09 0.06 -0.133
H -0.229483 3.982996 -2.078741 0.00 -0.11 -0.07 0.479
C -0.242947 2.901073 -2.213282 -0.07 -0.12 0.93 -1.041
C 1.206010 0.324230 -6.133600 0.09 -0.65 -0.31 -0.893
C -0.505178 -2.299346 5.074309 0.36 -0.32 0.00 0.155
N 0.842289 1.438409 -5.297236 -0.31 0.22 0.72 0.202
H -0.177044 -0.703944 -4.111441 0.07 0.14 0.07 0.792
H -1.243352 2.525422 -1.986616 0.17 0.17 -0.06 0.178
C 0.521219 3.506223 -4.518406 0.34 0.07 -0.87 1.022
C 0.975387 -1.923671 5.095288 -0.19 0.27 0.04 -0.700
H -0.939045 -2.023655 4.112203 -0.12 0.10 -0.05 -0.195
H 1.489079 -2.422691 4.271470 0.07 -0.10 0.00 0.255
H 1.006740 -0.240460 -2.854251 -0.16 0.08 -0.17 0.493
C 0.860311 0.430946 1.235133 0.14 0.16 -0.08 0.027
C -2.175592 -4.198664 5.441586 0.18 -0.08 -0.18 -0.587
H -1.027735 -1.739791 5.853624 -0.10 0.09 0.01 0.304
C 0.078194 0.064380 -3.365656 0.24 -0.62 0.12 -0.989
C -0.652031 -2.724783 -0.258068 -0.04 0.00 0.09 -0.867
H -0.350145 0.092578 3.657077 -0.11 0.07 -0.04 0.260
C 1.173036 1.914475 1.069719 0.31 -0.53 0.45 -0.638
H 2.507982 0.088024 2.586175 0.13 -0.09 0.03 0.383
H 0.885923 2.484481 1.952672 0.06 0.00 -0.12 0.340
C 0.346623 1.359062 -4.056906 -0.18 -0.07 0.00 0.239
C 1.226164 -0.415494 5.037993 -0.07 -0.06 -0.11 -1.087
C 0.514713 4.895393 -4.527105 0.00 -0.05 0.03 -0.812
H -2.222191 -5.238598 5.771677 -0.06 0.02 0.08 0.344
C -1.144342 -0.711083 -1.453963 -0.14 -0.10 0.23 0.668
C -0.400905 -1.872900 -1.323760 0.09 0.20 -0.32 -0.451
H 1.952140 -0.297742 -5.638344 -0.01 0.06 -0.05 0.345
H -3.004676 -3.027460 3.817155 -0.03 0.12 -0.11 0.218
H -0.224053 0.302958 1.245108 0.01 -0.01 -0.03 -0.041
H 1.769255 2.861016 -7.639741 0.04 -0.06 -0.10 0.328
N 0.135572 2.584565 -3.562910 0.05 -0.50 -0.42 0.288
C 1.415712 4.789202 -6.776055 0.01 -0.12 -0.03 -0.635
H 2.233946 2.065774 0.851434 -0.13 0.07 0.03 0.320
H -2.489600 -4.657954 3.355303 0.03 -0.06 -0.14 0.233
```
Forces are in eV/Å.

No. 2
The following is a quantum chemistry calculation of the molecule C3H3N3O2S at a distorted geometry, from the Open Molecules 2025 dataset.

Output
- molecular weight (g/mol) = 145.1
- LUMO energy (hartree) = -0.030
- spin multiplicity = 1
- SMILES = Nc1nc([N+](=O)[O-])cs1

XYZ file:
```
12
Properties=species:S:1:pos:R:3:forces:R:3:mulliken_charge:R:1
N -0.067457 -0.707722 -0.392059 0.31 1.91 -1.04 -0.487
C 0.018938 0.643054 -0.606576 -0.85 0.80 4.72 -0.117
O -0.628664 0.731122 -2.776826 1.13 0.79 1.29 -0.479
N -0.025609 1.279963 -1.849625 0.16 2.60 -2.98 0.823
C -0.059705 1.450304 0.558242 1.36 -2.58 -1.29 -0.118
C -0.037957 -0.987913 0.884778 0.08 0.63 -2.53 0.448
S 0.142567 0.397185 1.936104 -0.86 -0.39 -0.55 -0.101
H 0.164854 -2.563655 2.038986 -0.36 -0.59 -1.04 0.263
O 0.518890 2.444142 -1.915178 -1.50 -3.26 0.11 -0.521
H 0.123539 -2.867821 0.304036 0.00 0.02 0.31 0.288
N -0.175256 -2.313695 1.096931 0.56 -0.56 3.29 -0.438
H 0.025860 2.495034 0.721188 -0.02 0.63 -0.29 0.439
```
Forces are in eV/Å.

Calculated values (eV) of Kohn-Sham gap for the records, taken in order: 8.67, 8.18.
Calculated values (eV) of energy relative to the best compared isomer or geometry (same formula, charge and spin) for the records, taken in order: 0.173, 2.774.
Calculated values (eV) of HOMO energy for the records, taken in order: -11.56, -9.00.